Computed, not measured: a single C6H5NO molecule in a non-equilibrium geometry, with the ωB97M-V functional and the def2-TZVPD basis.

XYZ file:
```
13
Properties=species:S:1:pos:R:3:lowdin_charge:R:1
O -1.6171 1.2283 0.2497 0.009
N -0.2399 1.2025 -2.8487 0.164
C 0.3840 -1.8576 -0.1256 0.046
C 0.7278 1.0412 0.4273 -0.076
C -0.6568 -0.9729 -0.0609 -0.090
C 1.5375 1.3072 1.2540 0.162
C -0.4412 0.5503 -0.2351 -0.512
C -0.4342 0.8274 -1.7605 -0.099
H -1.5770 1.1256 1.1873 0.088
H 0.2200 -2.9156 0.0899 0.065
H 1.3237 -1.3339 0.0866 0.063
H -1.7171 -1.3439 0.0429 0.130
H 2.4904 1.1414 1.6930 0.049
```

Calculated values
structure (SMILES): C#C[C@@](O)(C#N)C=C
LUMO level: 0.565 eV
E_HOMO: -10.558 eV
ΔE to the lowest compared entry with this formula, charge and spin: 299.95 kJ/mol
HOMO-LUMO gap: 11.12 eV